22
Properties=species:S:1:pos:R:3:lowdin_charge:R:1 method="wB97M-V/def2-TZVPD" molar_mass_g_mol=157.2 orbital_gap_ev=10.877 smiles="CCC[C@H](N=C=O)C(=O)OC" energy_ev=-15065.6194 total_charge=0 lumo_ev=0.427 e_homo_ev=-10.451 max_force_ev_per_a=8.33
C -0.453 2.260 0.614 -0.138
C 0.981 1.691 0.803 -0.315
C 1.584 0.562 -0.115 -0.147
C 1.104 -0.922 0.321 -0.197
N 1.770 -2.057 -0.477 0.130
C 1.506 -2.168 -1.702 -0.199
O 0.946 -2.328 -2.845 0.058
C -0.410 -1.135 0.474 -0.381
O -1.063 -0.966 1.480 0.089
O -1.028 -1.523 -0.813 -0.110
C -2.546 -1.319 -0.519 -0.002
H -0.258 2.525 -0.498 0.072
H -1.632 1.787 0.841 0.144
H -0.227 3.363 1.080 0.103
H 1.561 2.588 0.616 0.095
H 1.001 1.210 1.763 0.085
H 1.466 0.886 -1.231 0.133
H 2.772 0.646 0.047 0.149
H 1.452 -0.941 1.425 0.163
H -3.212 -1.472 -1.525 0.146
H -2.672 -0.485 0.100 0.032
H -2.643 -2.204 0.160 0.091